Entry 1:
{
  "formula": "C28H48F13N3O7S2",
  "method": "wB97M-V/def2-TZVPD",
  "homo_lumo_gap_ev": [8.62, 9.26],
  "fmax_ev_per_a": 1.85,
  "spin_multiplicity": 3,
  "s_squared": 2.0082,
  "symbols": ["S", "S", "F", "F", "F", "F", "F", "F", "F", "F", "F", "F", "F", "F", "F", "O", "O", "O", "O", "O", "O", "O", "N", "N", "N", "C", "C", "C", "C", "C", "C", "C", "C", "C", "C", "C", "C", "C", "C", "C", "C", "C", "C", "C", "C", "C", "C", "C", "C", "C", "C", "C", "C", "H", "H", "H", "H", "H", "H", "H", "H", "H", "H", "H", "H", "H", "H", "H", "H", "H", "H", "H", "H", "H", "H", "H", "H", "H", "H", "H", "H", "H", "H", "H", "H", "H", "H", "H", "H", "H", "H", "H", "H", "H", "H", "H", "H", "H", "H", "H", "H"],
  "coordinates": [[3.78511, 1.99268, 3.44587], [-5.89014, -1.07289, 2.09674], [-5.30600, 1.52649, 1.85869], [-4.70304, -2.10165, 1.95894], [-0.60883, -0.84906, 0.13140], [-7.11020, -0.08094, 2.27635], [-6.05758, -0.99630, 0.53492], [-1.66119, 0.60189, -1.09677], [-6.89317, -2.28360, 2.10988], [-3.96271, 0.42198, 3.20725], [-3.93385, 1.21921, -0.07873], [-1.80530, -0.35323, 2.23778], [-2.09614, 1.79116, 1.77583], [-5.77685, -1.16841, 3.67654], [-3.59804, -0.91775, 0.18928], [5.10100, 2.06798, 2.91793], [6.62063, -1.60645, 0.51795], [2.75422, 2.44186, 2.32440], [3.45792, 2.60389, 4.67552], [-7.69757, 4.88825, -2.84277], [3.29307, 0.47400, 3.47238], [1.73923, -2.67771, 0.24117], [7.22181, -2.74999, 0.58738], [-7.29536, 3.66514, -2.96835], [2.85534, 1.69084, 0.14899], [-7.56378, 4.15240, -5.36618], [3.12896, 0.12627, 2.09467], [8.69473, -2.35619, 2.54980], [7.95312, -2.12972, -1.68283], [0.08141, 1.37602, 0.25150], [6.25906, -2.81631, 2.86095], [-6.85559, 1.90856, -4.69962], [-7.59103, 2.88617, -1.72934], [7.71576, -4.64019, 2.15898], [-9.05822, 2.45831, -1.70316], [8.77582, -4.21839, -0.71938], [2.56926, -1.27765, 1.99902], [-4.61794, 0.35733, 2.01259], [9.56688, -2.01692, 0.21709], [7.48682, -3.12277, 2.01249], [0.83044, 1.26038, 1.57469], [8.37358, -2.77373, -0.36627], [-9.50833, 1.78118, -2.99764], [2.87597, -1.94598, 0.65667], [2.36038, 1.31276, 1.44220], [-6.67482, 1.65487, -1.61068], [-7.73855, 3.09957, -4.27757], [-2.13698, 0.53598, 1.26931], [-3.59429, 0.26879, 0.81845], [-7.28575, 3.74198, -0.50499], [-9.20368, 2.66905, -4.20449], [9.91764, -2.45141, 1.63874], [-1.08679, 0.42845, 0.11186], [-0.26785, 2.38873, 0.09379], [8.76474, -2.22378, -2.40284], [9.31132, -4.73646, 0.07122], [0.70928, 1.15476, -0.60152], [6.04062, -1.74991, 2.90971], [-6.93343, 0.83990, -2.28244], [-9.21760, 1.78933, -0.85470], [-6.74590, 1.24533, -0.60639], [7.62531, -4.92427, 3.20673], [-10.58099, 1.58384, -2.95201], [4.09191, 0.09005, 1.58395], [-9.02576, 0.80632, -3.10732], [0.57296, 0.36388, 2.12348], [7.73152, -1.07031, -1.57293], [-9.68723, 3.33702, -1.52955], [9.34558, -0.94510, 0.22245], [10.42826, -2.15326, -0.43975], [6.96925, -5.20326, 1.59758], [-8.21330, 5.01236, -5.21773], [-9.46814, 2.15086, -5.12865], [3.68244, 2.25766, 0.25033], [-6.25412, 4.09690, -0.52372], [8.70307, -4.97028, 1.84763], [8.42684, -1.30218, 2.67330], [7.07282, -2.62432, -2.09632], [-6.53204, 4.50431, -5.40641], [10.31752, -3.46888, 1.63939], [1.78705, -2.78753, -0.70664], [3.03164, -1.83365, 2.80667], [-9.83824, 3.55937, -4.15380], [3.11423, -1.17406, -0.07214], [8.93970, -2.73324, 3.54471], [-7.08406, 0.98246, -4.17869], [-5.79929, 2.13667, -4.55337], [-7.42260, 3.14206, 0.39431], [3.73551, -2.59777, 0.78714], [6.42897, -3.15496, 3.88152], [9.44634, -4.21145, -1.57806], [10.71274, -1.81410, 2.02929], [3.04899, 0.89696, -0.44203], [-7.81174, 3.71418, -6.33207], [1.49680, -1.35215, 2.15244], [-5.63593, 1.92833, -1.78579], [-7.94343, 4.60539, -0.42939], [0.54914, 2.09374, 2.20035], [5.37632, -3.33329, 2.47825], [7.89976, -4.81014, -0.98719], [-7.00545, 1.69778, -5.75818]]
}

***

Entry 2:
{
  "formula": "C2H3F2NO2",
  "method": "wB97M-V/def2-TZVPD",
  "homo_lumo_gap_ev": [8.51, 8.34],
  "fmax_ev_per_a": 6.26,
  "e_above_lowest_kcal_mol": 7.5,
  "spin_multiplicity": 3,
  "s_squared": 2.0082,
  "symbols": ["F", "F", "O", "O", "N", "C", "C", "H", "H", "H"],
  "coordinates": [[-1.00218, -0.31987, -1.11433], [0.34065, 1.07241, -2.19518], [1.84878, -2.84023, 0.72768], [0.36156, -1.79995, 1.80546], [0.99021, -2.08499, 0.58873], [-0.54912, 1.84780, -0.25012], [-0.42711, 0.87942, -1.10720], [-0.34640, -1.20735, 1.54575], [-1.33581, 1.86654, 0.42512], [0.11941, 2.58621, -0.42591]]
}

***

Entry 3:
{
  "formula": "C3H6CuO4",
  "method": "wB97M-V/def2-TZVPD",
  "homo_lumo_gap_ev": [7.62, 3.88],
  "fmax_ev_per_a": 2.46,
  "e_above_lowest_kcal_mol": 28.7,
  "spin_multiplicity": 2,
  "s_squared": 0.7600,
  "symbols": ["Cu", "O", "O", "O", "O", "C", "C", "C", "H", "H", "H", "H", "H", "H"],
  "coordinates": [[-1.36819, -0.33644, -0.53165], [4.12614, 1.43630, 0.14525], [2.16624, 2.37785, 0.43526], [-1.20010, 1.79190, -0.71220], [2.34007, 0.11300, 0.27334], [2.91710, 1.24169, 0.27127], [0.09478, 2.38867, -0.81272], [0.76258, 2.31173, 0.55717], [0.46156, 1.38494, 1.06648], [-1.18608, -1.60258, 1.05988], [-1.83166, 2.23432, -1.28569], [0.46125, 3.15788, 1.18668], [0.70079, 1.83660, -1.54720], [0.00008, 3.42769, -1.15107]]
}

***

Entry 4:
{
  "formula": "C6H7NO6",
  "method": "wB97M-V/def2-TZVPD",
  "homo_lumo_gap_ev": 7.17,
  "fmax_ev_per_a": 4.61,
  "e_above_lowest_kcal_mol": 0.0,
  "total_charge": -2,
  "spin_multiplicity": 1,
  "symbols": ["O", "O", "O", "O", "O", "O", "N", "C", "C", "C", "C", "C", "C", "H", "H", "H", "H", "H", "H", "H"],
  "coordinates": [[-2.46234, 2.50287, -0.66530], [-1.48874, 1.54194, 2.15269], [1.05861, 1.45096, -0.90881], [0.22382, 2.58084, 0.77913], [-2.11059, -0.52339, 1.77929], [-2.48922, 0.71460, -1.92287], [1.68303, -2.42688, -0.90147], [2.00945, -1.44022, -1.57994], [0.15164, 1.57532, -0.03058], [-1.61842, 0.51405, 1.37756], [-0.94618, 0.65850, 0.02259], [-2.08382, 1.39404, -0.99411], [1.39913, -2.10720, 0.52373], [1.96239, -2.85726, 1.27149], [1.53680, -1.00698, 0.90719], [-0.73061, -0.25214, -0.47482], [2.15615, -1.51462, -2.62580], [0.49284, -2.62151, 0.79974], [2.04833, -0.47509, -1.17166], [-0.79227, 2.29218, 1.66194]]
}

***

Entry 5:
{
  "formula": "C3H8NO2",
  "method": "wB97M-V/def2-TZVPD",
  "homo_lumo_gap_ev": 11.99,
  "fmax_ev_per_a": 2.13,
  "e_above_lowest_kcal_mol": 23.1,
  "total_charge": 1,
  "smiles": "C[NH2+]CC(=O)O",
  "spin_multiplicity": 1,
  "symbols": ["O", "O", "N", "C", "C", "C", "H", "H", "H", "H", "H", "H", "H", "H"],
  "coordinates": [[1.81255, -1.05158, 0.42421], [1.87036, 1.21784, 0.44651], [-0.94715, -0.61210, 0.02362], [-0.11739, 0.07159, 1.12760], [1.30829, 0.02679, 0.60261], [-0.92760, 0.09476, -1.30991], [-0.17606, 0.87659, -1.32600], [2.78912, 1.03027, 0.17189], [-1.89165, -0.78524, 0.35926], [-0.47330, 1.09725, 1.19885], [-1.86622, 0.63912, -1.40774], [-0.79497, -0.59792, -2.13194], [-0.24122, -0.58246, 1.98066], [-0.34477, -1.42491, -0.15962]]
}

***

Entry 6:
{
  "formula": "C4H7N4O",
  "method": "wB97M-V/def2-TZVPD",
  "homo_lumo_gap_ev": 8.76,
  "fmax_ev_per_a": 6.71,
  "e_above_lowest_kcal_mol": 117.8,
  "total_charge": 1,
  "smiles": "CC/[N+](N=C=N)=N/C=O",
  "spin_multiplicity": 1,
  "symbols": ["O", "N", "N", "N", "N", "C", "C", "C", "C", "H", "H", "H", "H", "H", "H", "H"],
  "coordinates": [[-3.51729, 0.52552, -1.19659], [-0.48914, -0.33620, 0.26559], [-1.23145, 0.13217, -0.58532], [-3.23864, -1.70749, 2.18454], [-1.02808, -1.19844, 1.56558], [-2.20466, -1.26812, 1.81169], [1.61824, 0.69439, -0.51659], [0.84953, -0.11498, 0.52406], [-2.55580, -0.14251, -1.05727], [2.48679, 1.19667, -0.12491], [1.95412, -0.05519, -1.33069], [1.39905, -1.13576, 0.72810], [-2.58812, -1.22176, -1.32010], [1.00437, 1.56412, -0.87110], [-3.92062, -1.49731, 2.98450], [1.01094, 0.46345, 1.42808]]
}